# 1
43
Properties=species:S:1:pos:R:3:mulliken_charge:R:1 method="wB97M-V/def2-TZVPD" e_homo_ev=-11.730 lumo_ev=-3.31 orbital_gap_ev=8.42 total_charge=+1 e_tot_ev=-24934.9234 smiles="Cc1cccc(CN(COO)C2=[N+](CN)CCN2C)c1" spin_multiplicity=1 de_lowest_kcal_mol=84.0
C 5.90 -0.39 0.38 -1.213
C 4.57 0.08 -0.29 0.721
C 4.52 0.71 -1.61 -0.565
C 3.20 1.06 -2.14 -0.688
C 1.95 0.80 -1.40 -0.286
C 2.00 0.22 -0.07 0.441
C 0.80 -0.12 0.85 -0.704
N -0.49 0.52 0.50 0.463
C -0.69 1.89 0.02 -0.896
O -1.40 2.71 0.97 -0.187
O -2.24 3.56 0.28 -0.381
C -1.58 -0.19 0.68 -0.283
N -1.72 -1.52 1.17 -0.042
C -1.35 -2.64 0.27 -0.955
C -3.04 -1.68 1.86 -0.533
C -3.72 -0.29 1.50 -0.502
N -2.91 0.29 0.43 0.436
C -3.41 0.23 -0.96 -0.704
N -2.72 -0.76 -1.83 -0.430
C 3.34 -0.13 0.45 -0.649
H 5.67 -0.94 1.34 0.314
H 6.58 0.46 0.62 0.303
H 6.42 -1.14 -0.28 0.318
H 5.46 0.89 -2.18 0.385
H 3.19 1.53 -3.15 0.330
H 0.98 1.08 -1.85 0.357
H 0.75 -1.23 0.95 0.391
H 1.06 0.25 1.89 0.426
H 0.28 2.43 -0.18 0.654
H -1.23 1.86 -0.96 0.347
H -1.75 4.41 0.22 0.335
H -2.24 -3.18 -0.13 0.386
H -0.62 -3.31 0.80 0.310
H -0.79 -2.21 -0.61 0.307
H -2.78 -1.80 2.93 0.351
H -3.58 -2.58 1.46 0.278
H -3.46 0.32 2.42 0.295
H -4.83 -0.21 1.44 0.471
H -3.37 1.24 -1.47 0.262
H -4.49 -0.05 -0.90 0.445
H -3.46 -1.25 -2.33 0.246
H -2.18 -0.31 -2.57 0.232
H 3.40 -0.59 1.46 0.214

***

# 2
51
Properties=species:S:1:pos:R:3:mulliken_charge:R:1 method="wB97M-V/def2-TZVPD" e_homo_ev="-4.077 / -4.109" lumo_ev="2.48 / 2.46" orbital_gap_ev="6.56 / 6.57" total_charge=-1 e_tot_ev=-109834.0203 spin_multiplicity=3 s2=2.008 de_lowest_kcal_mol=9.6
Ni 1.41 -0.96 -1.16 0.618
N 5.12 -1.00 0.96 -0.478
C 3.86 -1.31 0.52 0.395
S 3.70 -1.87 -1.12 -0.455
N 2.89 -1.15 1.38 -1.137
N 1.67 -1.48 0.81 1.009
C 0.74 -1.82 1.61 -0.430
C -0.49 -2.45 1.16 0.454
C -1.47 -2.74 2.11 -0.609
C -2.60 -3.47 1.81 -0.722
C -2.74 -3.97 0.52 -0.469
C -1.78 -3.72 -0.44 -0.467
C -0.64 -2.91 -0.18 0.622
O 0.21 -2.67 -1.13 -1.148
H 5.88 -1.37 0.42 0.211
H 5.24 -0.93 1.96 0.241
H 0.91 -1.74 2.68 0.218
H -1.32 -2.37 3.13 0.324
H -3.35 -3.67 2.57 0.376
H -3.61 -4.56 0.26 0.348
H -1.87 -4.13 -1.44 0.465
C -2.77 -0.99 -3.05 -1.027
N -1.39 -1.34 -3.29 -0.075
C -0.46 -0.42 -3.55 0.615
N -0.87 0.87 -3.73 -0.551
S 1.19 -0.80 -3.71 -0.439
H -3.38 -1.88 -3.19 0.321
H -3.10 -0.24 -3.76 0.449
H -2.92 -0.62 -2.03 0.307
H -0.99 -2.13 -2.75 0.101
H -1.63 1.17 -3.14 0.235
H -0.09 1.51 -3.74 0.294
C -1.24 4.80 0.30 -1.305
C -0.19 3.96 -0.40 -0.171
O -0.70 2.64 -0.60 -0.410
P 0.21 1.35 -0.23 0.634
O -0.57 0.16 -0.68 -0.553
Te 2.38 1.57 -1.16 -0.285
O 0.21 1.42 1.38 -0.326
C 1.32 1.72 2.23 0.051
C 0.85 2.64 3.34 -1.360
H -0.84 5.79 0.52 0.371
H -1.54 4.32 1.23 0.281
H -2.12 4.91 -0.33 0.338
H 0.74 3.93 0.19 0.295
H 0.07 4.38 -1.37 0.340
H 2.12 2.18 1.65 0.310
H 1.71 0.78 2.63 0.242
H 0.37 3.52 2.92 0.252
H 1.71 2.95 3.93 0.405
H 0.14 2.14 3.99 0.297

***

# 3
57
Properties=species:S:1:pos:R:3:mulliken_charge:R:1 method="wB97M-V/def2-TZVPD" e_homo_ev="-12.832 / -12.830" lumo_ev="-5.06 / -9.00" orbital_gap_ev="7.77 / 3.83" total_charge=+2 e_tot_ev=-182079.7303 spin_multiplicity=5 s2=6.025 de_lowest_kcal_mol=28.5
Pt 0.53 -1.09 -0.10 0.375
C 5.34 0.52 1.87 -1.179
N 3.97 0.04 2.08 0.119
C 3.54 -0.14 3.46 -0.912
C 3.14 -0.25 1.07 0.716
N 1.99 -0.85 1.25 -0.753
N 3.60 0.06 -0.20 -0.079
C 2.99 -0.09 -1.42 0.859
N 3.74 0.25 -2.48 -0.401
N 1.78 -0.54 -1.53 -0.371
H 5.91 0.36 2.78 0.407
H 5.36 1.59 1.64 0.353
H 5.84 -0.04 1.08 0.442
H 4.21 0.41 4.12 0.390
H 3.56 -1.19 3.75 0.364
H 2.54 0.26 3.61 0.142
H 1.74 -0.99 2.21 0.296
H 4.49 0.54 -0.22 0.182
H 4.69 0.56 -2.40 0.166
H 3.37 0.18 -3.41 0.199
H 1.43 -0.59 -2.48 0.133
C -2.85 2.56 4.81 -1.018
As -1.82 2.77 3.19 0.808
C -2.98 2.46 1.68 -0.962
C -1.18 4.60 3.19 -1.037
S -0.18 1.38 3.35 -0.146
H -3.61 3.33 4.85 0.411
H -2.20 2.64 5.68 0.403
H -3.32 1.58 4.82 0.371
H -3.97 2.86 1.92 0.447
H -3.04 1.39 1.47 0.287
H -2.57 2.96 0.80 0.362
H -2.00 5.24 3.52 0.407
H -0.86 4.89 2.19 0.364
H -0.34 4.70 3.88 0.373
Se -3.17 -3.38 1.53 0.235
C -1.66 -2.52 1.32 0.538
N -0.67 -1.94 1.16 -0.305
O 0.62 1.46 0.14 -0.089
O -0.20 1.91 0.89 -0.141
F -0.88 -3.20 -6.39 -0.298
C -1.28 -3.42 -5.14 0.244
C -2.04 -2.51 -4.50 -0.018
N -2.46 -2.69 -3.20 0.091
C -3.04 -1.60 -2.45 -0.844
C -2.04 -1.03 -1.41 0.645
O -2.45 -0.33 -0.49 -0.529
O -0.81 -1.39 -1.62 -0.815
C -2.09 -3.81 -2.49 0.356
O -2.35 -3.94 -1.30 -0.570
N -1.42 -4.76 -3.20 -0.068
C -0.88 -4.67 -4.50 0.313
O -0.18 -5.54 -4.95 -0.561
H -2.35 -1.61 -5.00 0.394
H -3.92 -1.93 -1.90 0.273
H -3.33 -0.80 -3.14 0.387
H -1.17 -5.60 -2.69 0.244

***

# 4
45
Properties=species:S:1:pos:R:3:mulliken_charge:R:1 method="wB97M-V/def2-TZVPD" e_homo_ev=-14.700 lumo_ev=-7.47 orbital_gap_ev=7.23 total_charge=+2 e_tot_ev=-73442.7302 spin_multiplicity=1
Bi -0.29 0.36 -0.14 0.783
C 5.04 -0.07 4.82 -1.105
Si 3.23 -0.13 4.25 0.193
C 2.29 -1.70 4.75 -1.005
C 2.31 1.49 4.70 -0.902
C 3.22 0.00 2.32 0.024
C 4.38 0.08 1.56 -0.186
C 4.35 0.38 0.20 -0.796
C 3.13 0.66 -0.38 -0.446
N 2.00 0.54 0.32 -0.335
C 2.04 0.16 1.61 0.764
S 0.43 -0.17 2.22 -0.342
H 5.07 -0.04 5.90 0.343
H 5.55 0.82 4.45 0.343
H 5.60 -0.94 4.50 0.363
H 2.27 -1.79 5.83 0.371
H 2.77 -2.59 4.36 0.349
H 1.26 -1.69 4.40 0.298
H 2.32 1.64 5.77 0.409
H 1.27 1.45 4.39 0.176
H 2.77 2.35 4.24 0.340
H 5.33 -0.13 2.03 0.486
H 5.25 0.42 -0.39 0.435
H 3.02 0.95 -1.41 0.446
C -3.81 2.11 -0.87 -0.573
C -3.99 0.82 -0.10 -0.730
S -2.74 0.31 1.14 -0.077
C -2.48 1.68 2.33 -0.894
C -1.84 2.95 1.84 -0.454
S -0.20 2.79 1.02 0.140
C -0.35 3.98 -0.37 -0.769
C -1.64 3.95 -1.18 -0.697
S -2.18 2.28 -1.72 -0.097
H -3.96 2.98 -0.24 0.344
H -4.56 2.12 -1.66 0.484
H -4.01 -0.04 -0.78 0.423
H -4.95 0.85 0.42 0.455
H -1.87 1.20 3.10 0.330
H -3.46 1.92 2.76 0.550
H -1.64 3.58 2.71 0.555
H -2.49 3.50 1.17 0.241
H 0.51 3.76 -0.99 0.404
H -0.22 4.97 0.06 0.436
H -1.46 4.53 -2.09 0.473
H -2.47 4.42 -0.66 0.450

***

# 5
45
Properties=species:S:1:pos:R:3:mulliken_charge:R:1 method="wB97M-V/def2-TZVPD" e_homo_ev=-5.462 lumo_ev=2.84 orbital_gap_ev=8.30 total_charge=-1 e_tot_ev=-95007.7937 spin_multiplicity=1 de_lowest_kcal_mol=9.7
Br -11.01 -4.23 14.36 -0.709
C -8.20 -2.19 16.53 -1.104
C -7.89 -1.28 15.36 0.782
O -7.48 -0.20 15.59 -0.653
N -8.22 -1.72 14.15 0.192
C -8.03 -0.97 12.88 -1.061
H -9.06 -2.85 16.50 0.270
H -8.38 -1.51 17.36 0.369
H -7.32 -2.76 16.82 0.270
H -8.79 -2.55 14.04 -0.046
H -8.00 0.11 12.92 0.277
H -8.92 -1.23 12.30 0.335
H -7.18 -1.39 12.34 0.345
C -12.25 -0.80 13.90 -0.386
C -12.18 0.62 14.28 0.434
O -13.11 1.14 14.95 -0.687
N -11.02 1.27 13.92 -0.077
C -10.50 2.47 14.34 -1.065
H -11.43 -1.13 13.26 0.126
H -13.17 -0.86 13.32 0.305
H -12.12 -1.57 14.67 0.038
H -10.48 0.88 13.16 0.225
H -10.76 2.72 15.37 0.361
H -10.90 3.36 13.85 0.355
H -9.42 2.59 14.37 0.332
N -14.32 -4.10 15.56 0.207
C -15.02 -2.94 15.56 -0.122
C -16.31 -3.28 16.01 -0.658
C -16.33 -4.69 16.14 -0.413
C -15.09 -5.16 16.05 -0.592
H -13.36 -4.17 15.26 0.092
H -14.44 -2.05 15.37 0.301
H -17.04 -2.49 16.13 0.387
H -17.23 -5.24 16.35 0.368
H -14.73 -6.17 16.16 0.337
N -7.79 -5.22 13.86 0.230
C -6.55 -4.89 14.28 -0.276
C -5.65 -5.86 13.70 -0.550
C -6.40 -6.68 12.91 -0.451
C -7.72 -6.33 13.01 -0.436
H -8.60 -4.76 14.26 0.082
H -6.45 -4.13 15.04 0.188
H -4.67 -5.99 14.12 0.330
H -6.04 -7.60 12.47 0.353
H -8.62 -6.65 12.51 0.397

***

# 6
57
Properties=species:S:1:pos:R:3:mulliken_charge:R:1 method="wB97M-V/def2-TZVPD" e_homo_ev=-3.154 lumo_ev=4.07 orbital_gap_ev=7.23 total_charge=-2 e_tot_ev=-145808.8261 spin_multiplicity=1 de_lowest_kcal_mol=15.0
Pt 0.97 0.72 0.33 1.538
O -1.83 2.48 -1.58 -0.699
As -2.05 0.80 -1.03 1.131
O -3.65 0.63 -0.80 -0.815
O -1.03 0.74 0.36 -0.380
C -1.16 -0.07 -2.54 0.052
C -0.46 0.78 -3.40 -0.396
C 0.25 0.27 -4.48 -0.545
C 0.27 -1.09 -4.72 -0.609
C -0.42 -1.94 -3.87 -0.557
C -1.14 -1.44 -2.79 0.054
S -2.00 -2.65 -1.78 1.081
O -3.18 -3.02 -2.55 -0.777
O -1.04 -3.74 -1.64 -0.689
O -2.26 -1.93 -0.54 -0.514
H -1.20 2.89 -0.98 0.232
H -0.46 1.84 -3.20 0.584
H 0.81 0.95 -5.12 0.328
H 0.84 -1.50 -5.54 0.331
H -0.40 -3.01 -4.02 0.447
N 2.54 3.43 -1.07 -0.293
C 1.81 4.32 -0.42 0.513
N 1.89 5.62 -0.87 -0.529
S 0.80 3.93 0.86 -0.460
H 3.19 3.70 -1.79 0.190
H 2.60 2.47 -0.74 0.095
H 2.14 5.76 -1.83 0.204
H 1.15 6.21 -0.52 0.246
C 2.76 -1.79 1.90 -2.092
C 1.67 -2.15 0.89 2.684
C 1.99 -3.50 0.24 -1.844
C 0.32 -2.25 1.61 -1.650
C 1.54 -1.10 -0.23 -0.393
H 2.81 -2.58 2.66 0.507
H 2.52 -0.85 2.40 0.306
H 3.73 -1.69 1.43 0.381
H 2.03 -4.27 1.01 0.457
H 2.95 -3.47 -0.27 0.355
H 1.21 -3.77 -0.47 0.264
H 0.37 -3.07 2.34 0.487
H -0.50 -2.44 0.92 0.173
H 0.10 -1.32 2.15 0.224
H 0.85 -1.46 -0.99 -0.412
C -1.55 -0.01 5.29 -0.884
S -1.44 0.65 3.62 -0.032
C -2.55 -0.51 2.81 -0.456
H -1.19 -1.04 5.33 0.221
H -2.57 0.03 5.67 0.266
H -0.92 0.60 5.94 0.317
H -3.57 -0.40 3.19 0.462
H -2.20 -1.53 2.96 0.237
H -2.53 -0.29 1.74 -0.158
O 2.84 -1.03 -0.95 -0.354
S 3.77 0.21 -0.70 1.430
O 5.03 -0.28 -0.19 -0.687
O 3.02 0.97 0.37 -0.827
O 3.85 0.97 -1.92 -0.742

***

Please write out number 2 again, unchanged.
51
Properties=species:S:1:pos:R:3:mulliken_charge:R:1 method="wB97M-V/def2-TZVPD" e_homo_ev="-4.077 / -4.109" lumo_ev="2.48 / 2.46" orbital_gap_ev="6.56 / 6.57" total_charge=-1 e_tot_ev=-109834.0203 spin_multiplicity=3 s2=2.008 de_lowest_kcal_mol=9.6
Ni 1.41 -0.96 -1.16 0.618
N 5.12 -1.00 0.96 -0.478
C 3.86 -1.31 0.52 0.395
S 3.70 -1.87 -1.12 -0.455
N 2.89 -1.15 1.38 -1.137
N 1.67 -1.48 0.81 1.009
C 0.74 -1.82 1.61 -0.430
C -0.49 -2.45 1.16 0.454
C -1.47 -2.74 2.11 -0.609
C -2.60 -3.47 1.81 -0.722
C -2.74 -3.97 0.52 -0.469
C -1.78 -3.72 -0.44 -0.467
C -0.64 -2.91 -0.18 0.622
O 0.21 -2.67 -1.13 -1.148
H 5.88 -1.37 0.42 0.211
H 5.24 -0.93 1.96 0.241
H 0.91 -1.74 2.68 0.218
H -1.32 -2.37 3.13 0.324
H -3.35 -3.67 2.57 0.376
H -3.61 -4.56 0.26 0.348
H -1.87 -4.13 -1.44 0.465
C -2.77 -0.99 -3.05 -1.027
N -1.39 -1.34 -3.29 -0.075
C -0.46 -0.42 -3.55 0.615
N -0.87 0.87 -3.73 -0.551
S 1.19 -0.80 -3.71 -0.439
H -3.38 -1.88 -3.19 0.321
H -3.10 -0.24 -3.76 0.449
H -2.92 -0.62 -2.03 0.307
H -0.99 -2.13 -2.75 0.101
H -1.63 1.17 -3.14 0.235
H -0.09 1.51 -3.74 0.294
C -1.24 4.80 0.30 -1.305
C -0.19 3.96 -0.40 -0.171
O -0.70 2.64 -0.60 -0.410
P 0.21 1.35 -0.23 0.634
O -0.57 0.16 -0.68 -0.553
Te 2.38 1.57 -1.16 -0.285
O 0.21 1.42 1.38 -0.326
C 1.32 1.72 2.23 0.051
C 0.85 2.64 3.34 -1.360
H -0.84 5.79 0.52 0.371
H -1.54 4.32 1.23 0.281
H -2.12 4.91 -0.33 0.338
H 0.74 3.93 0.19 0.295
H 0.07 4.38 -1.37 0.340
H 2.12 2.18 1.65 0.310
H 1.71 0.78 2.63 0.242
H 0.37 3.52 2.92 0.252
H 1.71 2.95 3.93 0.405
H 0.14 2.14 3.99 0.297

***

Copy entry 6 word for word.
57
Properties=species:S:1:pos:R:3:mulliken_charge:R:1 method="wB97M-V/def2-TZVPD" e_homo_ev=-3.154 lumo_ev=4.07 orbital_gap_ev=7.23 total_charge=-2 e_tot_ev=-145808.8261 spin_multiplicity=1 de_lowest_kcal_mol=15.0
Pt 0.97 0.72 0.33 1.538
O -1.83 2.48 -1.58 -0.699
As -2.05 0.80 -1.03 1.131
O -3.65 0.63 -0.80 -0.815
O -1.03 0.74 0.36 -0.380
C -1.16 -0.07 -2.54 0.052
C -0.46 0.78 -3.40 -0.396
C 0.25 0.27 -4.48 -0.545
C 0.27 -1.09 -4.72 -0.609
C -0.42 -1.94 -3.87 -0.557
C -1.14 -1.44 -2.79 0.054
S -2.00 -2.65 -1.78 1.081
O -3.18 -3.02 -2.55 -0.777
O -1.04 -3.74 -1.64 -0.689
O -2.26 -1.93 -0.54 -0.514
H -1.20 2.89 -0.98 0.232
H -0.46 1.84 -3.20 0.584
H 0.81 0.95 -5.12 0.328
H 0.84 -1.50 -5.54 0.331
H -0.40 -3.01 -4.02 0.447
N 2.54 3.43 -1.07 -0.293
C 1.81 4.32 -0.42 0.513
N 1.89 5.62 -0.87 -0.529
S 0.80 3.93 0.86 -0.460
H 3.19 3.70 -1.79 0.190
H 2.60 2.47 -0.74 0.095
H 2.14 5.76 -1.83 0.204
H 1.15 6.21 -0.52 0.246
C 2.76 -1.79 1.90 -2.092
C 1.67 -2.15 0.89 2.684
C 1.99 -3.50 0.24 -1.844
C 0.32 -2.25 1.61 -1.650
C 1.54 -1.10 -0.23 -0.393
H 2.81 -2.58 2.66 0.507
H 2.52 -0.85 2.40 0.306
H 3.73 -1.69 1.43 0.381
H 2.03 -4.27 1.01 0.457
H 2.95 -3.47 -0.27 0.355
H 1.21 -3.77 -0.47 0.264
H 0.37 -3.07 2.34 0.487
H -0.50 -2.44 0.92 0.173
H 0.10 -1.32 2.15 0.224
H 0.85 -1.46 -0.99 -0.412
C -1.55 -0.01 5.29 -0.884
S -1.44 0.65 3.62 -0.032
C -2.55 -0.51 2.81 -0.456
H -1.19 -1.04 5.33 0.221
H -2.57 0.03 5.67 0.266
H -0.92 0.60 5.94 0.317
H -3.57 -0.40 3.19 0.462
H -2.20 -1.53 2.96 0.237
H -2.53 -0.29 1.74 -0.158
O 2.84 -1.03 -0.95 -0.354
S 3.77 0.21 -0.70 1.430
O 5.03 -0.28 -0.19 -0.687
O 3.02 0.97 0.37 -0.827
O 3.85 0.97 -1.92 -0.742